{
  "formula": "C6H6F2O2",
  "method": "wB97M-V/def2-TZVPD",
  "elements": ["C", "C", "C", "C", "C", "O", "O", "C", "F", "F", "H", "H", "H", "H", "H", "H"],
  "coordinates": [[0.8285, -0.8917, -2.5921], [0.8845, -0.4180, -1.2708], [0.2287, 0.4312, -0.3138], [-0.9184, -0.0607, 0.3995], [-1.1721, 0.7067, 1.7251], [-0.7562, 1.8044, 2.0011], [-1.7922, -0.0875, 2.6737], [1.6022, -0.3065, -0.0983], [1.6107, -1.3241, 0.7474], [2.7125, 0.4226, -0.0222], [-0.1675, -0.4614, -3.3045], [1.4603, -1.5263, -3.0680], [0.1935, 1.6212, -0.4040], [-1.8355, 0.3057, -0.3398], [-0.8963, -0.9577, 0.4990], [-1.9826, 0.7421, 3.3678]],
  "atomic_forces_ev_per_a": [[-5.2208, 4.7872, 2.9798], [-0.7506, -2.2050, -8.1326], [2.2194, 3.6222, 0.3708], [-4.2574, 11.9731, -1.6237], [1.0509, -1.6400, 0.1937], [-0.6861, -0.3367, -0.4812], [-0.5440, 4.5731, 1.2928], [-0.6798, 1.6001, 1.4988], [0.4052, -0.8087, 0.9915], [0.6868, 0.0051, 0.1070], [3.1671, -1.4752, 2.3169], [2.0089, -1.7133, -1.0253], [0.6145, -2.6985, -0.0675], [1.7137, -1.3801, 2.0330], [-0.3102, -10.8603, 1.4253], [0.5827, -3.4430, -1.8792]],
  "e_tot_ev": -15844.62519,
  "charge": 0,
  "de_lowest_ev": 2.807
}

{
  "formula": "C6H6F3NOS",
  "method": "wB97M-V/def2-TZVPD",
  "elements": ["C", "C", "C", "C", "C", "C", "N", "O", "F", "F", "F", "S", "H", "H", "H", "H", "H", "H"],
  "coordinates": [[-2.4477, -0.6236, -0.8477], [-1.8071, -1.7777, -0.8927], [-1.9472, 0.3357, 0.0624], [-0.9037, -0.2901, 0.7890], [1.9151, 0.3422, 0.8834], [3.0982, -0.1722, 0.1284], [1.4059, 1.3898, 0.2162], [-2.3680, 1.4884, 0.4709], [3.9838, -0.5441, 1.0344], [2.7760, -1.2225, -0.6257], [3.7499, 0.6906, -0.7561], [-0.4950, -1.8330, 0.2998], [-3.3714, -0.3829, -1.4893], [-1.9468, -2.7357, -1.3856], [-0.7685, 0.1925, 1.8882], [0.4998, 1.6057, 0.6542], [1.8367, 1.8794, -0.5476], [-3.2100, 1.6575, 0.1179]],
  "atomic_forces_ev_per_a": [[-3.4925, 2.5461, -2.2612], [2.2519, -2.5487, 1.1601], [3.6657, -5.3209, 1.4510], [-1.8992, 3.6126, 2.8606], [-0.9173, 1.7634, -2.1805], [0.8721, 0.4146, -0.4084], [-0.1527, -2.2585, 3.0805], [0.0613, 2.4426, 0.8832], [1.0859, -0.2754, 0.1602], [-0.3024, -0.2922, 0.0172], [-0.4409, -0.2063, 0.7096], [-1.0719, -0.2332, -0.8976], [1.5113, -0.5438, 0.8625], [-0.3156, 0.6619, -0.4099], [0.5049, -1.4653, -2.8638], [0.5661, 0.8639, -1.0415], [-0.0848, 0.1734, -0.4253], [-1.8419, 0.6660, -0.6966]],
  "e_tot_ev": -28841.13798,
  "charge": 0,
  "de_lowest_ev": 2.840
}

{
  "formula": "C6H6F6N2O",
  "method": "wB97M-V/def2-TZVPD",
  "elements": ["C", "C", "C", "C", "C", "C", "N", "N", "O", "F", "F", "F", "F", "F", "F", "H", "H", "H", "H", "H", "H"],
  "coordinates": [[-1.7742, -0.3225, -1.5912], [-1.1403, 0.9474, -2.1714], [-0.1070, 1.2473, -1.0586], [0.8221, -0.1741, 1.0179], [0.1473, -0.2291, 2.3179], [1.1865, -1.5514, 0.4186], [-1.3454, -0.6444, -0.4658], [-0.6369, 0.4354, -0.0275], [1.8049, 0.7385, 0.8556], [0.8993, -0.8510, 3.2992], [-1.0634, -0.8118, 2.3113], [0.0065, 1.0456, 2.8341], [0.2248, -2.4806, 0.6824], [2.2966, -1.9892, 0.9793], [1.3996, -1.4016, -0.9294], [-2.4851, -0.8348, -2.1337], [-0.4731, 0.4787, -2.9479], [-1.8694, 1.6265, -2.6263], [0.8324, 0.9514, -1.3323], [-0.3188, 2.2746, -0.6258], [1.5934, 1.5450, 1.1936]],
  "atomic_forces_ev_per_a": [[0.5961, 1.8588, -1.1402], [1.2552, -2.3790, -1.1099], [-4.4021, 3.0179, 0.5337], [-3.0755, 0.8664, -3.8936], [-1.0172, 0.4576, 3.8224], [-0.6757, 0.3152, -0.0297], [-0.5991, -0.3308, 0.5265], [3.3616, -2.0909, 5.1559], [1.4714, -4.3078, -1.4430], [-0.4770, 0.0518, -1.2396], [1.2065, 0.4869, -0.0457], [-0.0694, -0.7774, -0.9476], [1.1108, 0.9996, -0.7646], [0.6956, -0.2762, -0.1247], [-0.3496, -0.5705, 1.3420], [-1.3245, -1.4903, -0.8767], [-1.0688, 0.8886, -0.2311], [0.5665, 0.3012, 0.4991], [2.5762, 0.0448, -0.7600], [1.4104, -0.6821, -1.0487], [-1.1913, 3.6163, 1.7756]],
  "e_tot_ev": -27648.87292,
  "charge": 0,
  "de_lowest_ev": 1.561
}

{
  "formula": "C6H6FN2S",
  "method": "wB97M-V/def2-TZVPD",
  "elements": ["C", "C", "C", "C", "C", "C", "N", "N", "F", "S", "H", "H", "H", "H", "H", "H"],
  "coordinates": [[-1.6096, -0.6197, -0.5657], [-1.9322, 0.6397, -0.2004], [-0.2283, -0.9362, -0.6654], [-0.9606, 1.5484, 0.0881], [0.8498, 0.0494, -0.4009], [0.3586, 1.2698, 0.0276], [4.1363, -0.0181, 0.5547], [3.5200, -0.3239, -0.4203], [3.0836, -1.7955, -0.5694], [1.4687, 2.6908, 0.3912], [-2.3454, -1.2971, -1.0124], [-2.9131, 0.8523, 0.2510], [0.0882, -1.9214, -0.9041], [-1.2044, 2.5014, 0.4838], [2.4212, 1.7888, 0.6030], [4.1386, -0.4964, 1.4895]],
  "atomic_forces_ev_per_a": [[2.0371, -1.9546, -1.7007], [-1.9459, 0.9773, 1.6697], [0.7979, 2.6772, 0.7459], [-0.5438, 0.9913, 0.7780], [-1.1349, -1.7231, 0.1460], [1.1602, -0.1470, -1.1048], [-0.4644, -0.2536, 0.9030], [0.0997, 0.1818, -0.7177], [0.5599, 0.0391, 0.9334], [-0.2120, -0.8028, -0.0364], [0.0149, -0.1014, 0.7538], [-0.0656, 0.0978, -1.0342], [0.1114, -0.8260, -0.4493], [-0.7162, 0.8951, 0.3495], [0.5795, 0.2828, 0.0714], [-0.2779, -0.3337, -1.3076]],
  "e_tot_ev": -22847.62701,
  "charge": -1
}

{
  "formula": "C6H6GaO5",
  "method": "wB97M-V/def2-TZVPD",
  "elements": ["Ga", "O", "C", "C", "O", "C", "O", "C", "O", "C", "C", "O", "H", "H", "H", "H", "H", "H"],
  "coordinates": [[0.1628, -0.5740, 0.2361], [-1.2485, -3.3163, 1.1938], [-0.6143, -2.4208, 0.8204], [0.2999, 0.1891, -1.7253], [0.0883, 0.5734, -2.7939], [1.0631, 1.0314, 1.1909], [1.2342, 1.9588, 1.8652], [2.0941, -1.8917, -0.0225], [2.9801, -2.5965, -0.1619], [-3.1310, 2.2833, -0.5352], [-3.1042, 0.7940, -0.3102], [-2.0762, 0.3144, 0.6162], [-3.3969, 2.7685, 0.4197], [-3.8460, 2.5429, -1.3325], [-2.1564, 2.5939, -0.9530], [-4.0206, 0.3886, 0.1234], [-2.9806, 0.2136, -1.2081], [-2.4180, 0.5048, 1.5284]],
  "atomic_forces_ev_per_a": [[-0.6896, 0.2990, -0.2087], [3.7186, 4.7313, -2.0993], [-4.4189, -4.5972, 2.2938], [-1.8851, 1.7186, -5.6980], [1.3997, -1.9008, 5.4895], [0.4749, 5.2205, 4.4830], [-0.6170, -5.0520, -3.8681], [3.1786, -2.1251, -0.5491], [-3.2311, 2.5712, 0.5298], [0.5417, -0.3157, 0.1711], [-1.5179, -0.1436, -0.9880], [2.2666, -0.6078, 1.2738], [0.2316, 0.2645, -0.6581], [-0.0660, -0.2177, 0.4953], [-0.2459, 0.2514, 0.4694], [-0.1460, 0.2706, 0.0633], [0.3073, -0.1311, -0.5460], [0.6985, -0.2360, -0.6536]],
  "e_tot_ev": -68894.75637,
  "charge": 3,
  "de_lowest_ev": 0.000
}

{
  "formula": "C6H6N",
  "method": "wB97M-V/def2-TZVPD",
  "elements": ["C", "C", "C", "C", "C", "C", "N", "H", "H", "H", "H", "H", "H"],
  "coordinates": [[0.4738, -1.8195, 0.1847], [-0.5708, -1.8136, 0.8060], [1.3479, -0.6886, -0.2926], [0.4996, 1.7337, -0.7226], [-1.0850, 0.1805, 0.2331], [0.3088, 0.4793, -0.2788], [-1.5048, -0.9320, 0.7912], [2.1759, -0.5572, 0.5407], [1.8996, -0.8893, -1.1655], [-0.3925, 2.3328, -0.7040], [1.4560, 2.0822, -1.0777], [-1.8196, 1.0333, 0.3549], [-2.7889, -1.1415, 1.3306]],
  "atomic_forces_ev_per_a": [[0.5107, 0.6230, 0.0790], [3.5559, -4.0417, -0.3690], [0.6884, -0.5718, 3.6231], [-0.5095, -1.1216, 0.4498], [-1.2885, 2.4111, 0.8930], [-0.9072, -1.1278, -0.0059], [-6.7985, 2.4848, 1.2158], [-1.5612, 0.1082, -1.5163], [0.2243, 0.0881, -1.4133], [0.2340, 0.7760, -0.1583], [-0.0432, 0.1852, -0.1174], [1.0100, -0.9164, -0.6223], [4.8849, 1.1029, -2.0582]],
  "e_tot_ev": -7795.12585,
  "charge": 1,
  "de_lowest_ev": 4.617
}

{
  "formula": "C6H6N",
  "method": "wB97M-V/def2-TZVPD",
  "elements": ["C", "N", "C", "C", "C", "C", "C", "H", "H", "H", "H", "H", "H"],
  "coordinates": [[-1.5513, -1.1500, -0.1359], [-2.1513, -0.0860, 0.3227], [-1.2613, 0.8999, 0.2960], [-0.2813, 1.9126, -0.2496], [0.1309, 0.5416, 0.1943], [0.8074, -0.6531, 0.7138], [-0.0917, -0.8326, -0.4963], [-2.0465, -1.9976, -0.2686], [-0.4796, 2.3003, -1.2374], [-0.0018, 2.6847, 0.4915], [0.3219, -1.1228, 1.6627], [1.8933, -0.8738, 0.4232], [0.4062, -1.1487, -1.3990]],
  "atomic_forces_ev_per_a": [[2.9484, 4.6750, 0.1477], [-1.0823, 0.0868, 0.0125], [2.6421, -0.7467, -0.4716], [-1.2738, 1.0643, 1.5467], [-1.1168, -0.5564, -1.2402], [0.6291, -2.2458, 0.8663], [-0.5987, 0.1018, 0.9191], [-2.0286, -3.7886, -0.4522], [0.3896, -0.1950, -0.3642], [-0.1610, -0.3231, -0.4256], [1.5065, 1.1924, -1.2835], [-1.6970, 0.5226, 1.0246], [-0.1575, 0.2126, -0.2797]],
  "e_tot_ev": -7795.99750,
  "charge": 1,
  "de_lowest_ev": 3.745
}

{
  "formula": "C6H6N",
  "method": "wB97M-V/def2-TZVPD",
  "elements": ["C", "C", "C", "C", "C", "C", "N", "H", "H", "H", "H", "H", "H"],
  "coordinates": [[-1.1793, 2.4180, 1.4878], [-2.3981, 1.7865, 1.7142], [-0.8538, -1.1838, 0.6813], [0.5149, -1.4798, -1.3315], [-1.4098, 1.1888, 0.9813], [1.9921, -1.3540, -1.1980], [-0.3000, -1.2733, -0.3651], [-0.5084, 3.3102, 1.4314], [-3.1184, 1.9550, 2.4611], [0.0244, -1.5977, -2.2831], [2.4701, -0.8225, -2.1374], [2.4917, -2.2112, -1.1519], [2.2747, -0.7362, -0.2902]],
  "atomic_forces_ev_per_a": [[-0.9047, 1.5995, -0.5517], [3.2217, 1.8575, 0.9776], [-1.9241, 1.0048, 2.8666], [0.3181, 0.6804, -0.0365], [0.3474, -3.2288, -1.2627], [-0.8485, 5.6625, -0.7748], [1.9837, 0.0768, -2.3197], [-0.7351, -1.0676, 0.5724], [-1.5813, -0.2967, 0.0644], [0.1103, -0.4839, -0.4451], [-1.2967, -0.9331, 1.6411], [1.8064, -4.0696, 0.2520], [-0.4973, -0.8019, -0.9836]],
  "e_tot_ev": -7794.18085,
  "charge": 1,
  "de_lowest_ev": 5.562
}

{
  "formula": "C6H6N2",
  "method": "wB97M-V/def2-TZVPD",
  "elements": ["C", "C", "C", "N", "C", "N", "C", "C", "H", "H", "H", "H", "H", "H"],
  "coordinates": [[-0.1894, 2.4478, -1.7623], [0.5712, 1.5392, -1.1845], [0.8360, 0.3554, -0.4087], [0.8725, -0.8432, -1.0729], [-0.0234, -1.6225, -0.5687], [-1.0061, -1.0211, 0.4574], [-0.3506, -0.8256, 1.7157], [-0.2615, 0.2802, 0.6705], [-0.7177, 3.0452, -2.4966], [1.7635, 0.5614, 0.1119], [-0.1307, -2.7110, -0.7267], [0.5203, -1.4360, 2.0031], [-1.0072, -0.9240, 2.5004], [-0.8769, 1.1543, 0.7614]],
  "atomic_forces_ev_per_a": [[4.9400, -5.9740, 3.0930], [-6.1457, 6.6595, -5.0591], [0.2553, 2.6822, 3.1188], [-1.2865, -4.3163, -0.4637], [-0.4070, 1.0645, 1.0225], [2.0921, -0.2548, -3.1888], [2.7233, -0.3036, -1.1069], [-1.6392, -1.4310, 1.0692], [0.4649, -0.0371, 0.6010], [0.7292, -0.3889, 0.0428], [0.0639, 0.8445, -0.3834], [0.0777, 0.3567, -0.7451], [-1.6574, 0.9491, 1.8072], [-0.2105, 0.1491, 0.1924]],
  "e_tot_ev": -9294.16056,
  "charge": 0,
  "de_lowest_ev": 4.584
}

{
  "formula": "C6H6N2O",
  "method": "wB97M-V/def2-TZVPD",
  "elements": ["C", "C", "O", "C", "C", "N", "C", "C", "N", "H", "H", "H", "H", "H", "H"],
  "coordinates": [[2.5950, 1.0396, 0.0575], [1.6537, -0.2232, -0.0148], [2.0334, -1.3215, -0.1529], [0.1819, -0.0414, 0.1698], [-0.6323, -1.2021, 0.0271], [-1.9680, -1.1022, 0.0747], [-2.4752, 0.1128, -0.0167], [-1.6750, 1.2993, -0.1239], [-0.3740, 1.1850, 0.0575], [1.8718, 1.8816, -0.0597], [3.3117, 1.0344, -0.7916], [3.1487, 1.0361, 0.9970], [-0.3853, -2.2967, -0.0312], [-3.5813, 0.1858, -0.0336], [-2.1269, 2.2415, -0.3783]],
  "atomic_forces_ev_per_a": [[-1.6297, -0.4674, -1.1685], [0.4164, 3.5074, 1.3489], [1.5695, -3.0446, -0.6311], [-1.6710, -0.5798, -1.5321], [-0.4286, -0.5580, 0.9700], [0.1142, 0.6399, -0.3297], [-0.5285, 1.3773, -0.2310], [-0.5196, -2.5043, 0.5246], [0.5998, -0.0614, -0.2035], [1.0717, -0.2230, 0.3999], [-0.4859, -0.1403, 0.5712], [-0.2215, 0.0960, -0.0218], [0.8630, 1.5944, 0.0760], [0.7587, 0.0021, 0.0050], [0.0914, 0.3618, 0.2218]],
  "e_tot_ev": -11345.87272,
  "charge": 0,
  "de_lowest_ev": 0.559
}